{"formula": "C60H50N10O20", "method": "ωB97M-V with the def2-TZVPD basis set", "species": ["C", "O", "H", "H", "H", "C", "O", "H", "H", "O", "O", "C", "C", "H", "O", "C", "H", "H", "C", "H", "H", "C", "C", "H", "H", "C", "C", "H", "H", "H", "H", "H", "C", "C", "H", "C", "C", "C", "O", "O", "C", "C", "C", "C", "N", "C", "H", "O", "C", "C", "C", "C", "C", "N", "C", "H", "O", "C", "C", "H", "N", "C", "C", "C", "H", "C", "C", "N", "C", "H", "H", "H", "C", "N", "N", "O", "O", "O", "H", "H", "C", "C", "H", "O", "C", "O", "H", "O", "C", "C", "C", "H", "H", "H", "H", "C", "O", "H", "H", "O", "C", "H", "H", "N", "O", "H", "C", "C", "H", "C", "H", "O", "H", "H", "C", "H", "H", "H", "C", "N", "O", "H", "C", "H", "C", "C", "C", "H", "H", "C", "C", "C", "C", "C", "C", "C", "C", "H", "N", "N"], "coordinates": [[-17.27350, 12.45608, 26.09042], [-13.06967, 18.33186, 26.05623], [-8.77732, 12.23936, 29.40614], [-12.38612, 14.42146, 21.82413], [-1.98580, 13.61257, 27.17626], [-10.29329, 4.32611, 30.55193], [-9.94689, 1.85839, 31.66841], [-15.03473, 10.32098, 32.39669], [-11.33276, 16.82824, 27.16426], [-18.51942, 16.91100, 22.55700], [-14.58352, 12.48914, 36.58481], [-6.12547, 5.45294, 33.07962], [-12.93333, 10.85923, 32.27290], [-9.71527, 13.58856, 25.09542], [-13.34799, 5.59640, 27.42057], [-10.73495, 15.74505, 22.07298], [-14.43909, 12.06166, 24.28430], [-15.29976, 11.86080, 26.62507], [-8.07867, 4.03858, 29.62588], [-12.73694, 10.31124, 31.35924], [-6.61502, 4.60539, 33.53854], [-14.18414, 15.76185, 23.84224], [-16.85857, 16.02356, 24.54596], [-6.47039, 12.01777, 28.45746], [-4.24697, 5.01479, 34.00308], [-12.06020, 11.99230, 34.17903], [-9.28467, 15.32293, 23.94920], [-16.22666, 15.63547, 26.54117], [-14.14584, 5.63136, 25.09641], [-10.12007, 19.37661, 23.92928], [-10.10720, 13.82870, 28.09496], [-8.96831, 16.72742, 27.93575], [-10.54652, 17.27889, 26.57320], [-6.13377, 7.35649, 31.63619], [-11.05836, 16.34620, 21.23503], [-14.18737, 10.80161, 32.86206], [-18.11957, 12.79272, 25.05095], [-8.25353, 17.91821, 26.31217], [-7.58732, 13.73833, 27.01319], [-12.54395, 18.39311, 23.96713], [-15.49327, 12.18906, 24.50372], [-10.86631, 18.07127, 25.48754], [-14.59593, 8.78323, 23.91428], [-5.49955, 12.33213, 28.10194], [-6.89213, 8.32762, 30.85806], [-11.88430, 11.53550, 32.87820], [-17.88856, 16.12665, 24.85900], [-13.64100, 13.07191, 26.74649], [-9.89250, 18.74058, 24.77455], [-10.51476, 12.87033, 28.38686], [-9.76008, 11.92754, 29.08211], [-11.49260, 14.62940, 22.39612], [-11.81372, 12.56508, 28.04084], [-9.10807, 2.18816, 30.85492], [-4.09250, 6.69939, 32.68329], [-7.24371, 17.88195, 26.70002], [-12.17895, 7.33091, 27.93590], [-3.10016, 12.08177, 28.19138], [-9.16127, 3.55503, 30.34041], [-2.24571, 11.52954, 28.55710], [-11.97343, 12.72986, 23.87986], [-16.44510, 16.23620, 23.24487], [-4.77149, 7.53774, 31.82417], [-13.28516, 11.87730, 34.80693], [-14.86052, 16.21121, 21.83988], [-6.81114, 6.31235, 32.23683], [-15.93908, 12.18089, 25.81215], [-18.57742, 13.21823, 22.68393], [-13.89589, 9.47961, 24.89485], [-3.94293, 14.87980, 26.48577], [-11.18133, 12.39622, 34.66377], [-15.15357, 6.87329, 23.15456], [-4.78058, 5.68133, 33.33709], [-17.42216, 16.53516, 22.19461], [-12.27299, 18.26491, 25.14454], [-12.10500, 14.56919, 26.96289], [-8.10155, 8.31867, 30.97575], [-12.46791, 12.87387, 36.69947], [-8.43740, 15.52166, 24.59095], [-13.85838, 15.32301, 25.92389], [-2.96720, 13.23659, 27.43496], [-14.58228, 15.55573, 25.15296], [-11.17392, 6.23889, 30.42627], [-6.34609, 15.48684, 26.86042], [-16.33817, 12.52941, 23.45908], [-18.08744, 13.53886, 21.62028], [-4.52603, 10.71133, 29.05922], [-6.27905, 9.11102, 30.15423], [-13.48580, 7.42339, 26.04492], [-8.57033, 18.65849, 25.17846], [-4.37683, 11.61584, 28.48279], [-15.96136, 12.49826, 22.44777], [-7.85341, 6.15843, 31.98810], [-7.26312, 3.41135, 29.29994], [-3.03019, 6.83332, 32.83038], [-9.24050, 17.25930, 27.03477], [-8.21006, 1.46617, 30.46980], [-12.89524, 9.37444, 26.75515], [-19.11616, 13.15422, 25.26878], [-11.64256, 12.09247, 24.85998], [-15.90496, 15.75393, 25.51496], [-13.67177, 10.53026, 24.77139], [-8.96705, 16.87995, 22.52909], [-6.50930, 14.29721, 27.05976], [-19.76473, 13.15744, 22.92057], [-7.32088, 5.75405, 28.58799], [-12.39395, 11.36917, 28.42407], [-5.33459, 13.46966, 27.33789], [-11.15346, 3.84528, 30.99755], [-8.15125, 5.33518, 29.14493], [-14.92906, 9.24895, 22.99486], [-17.07509, 16.42901, 21.03718], [-17.59113, 12.50312, 27.12269], [-13.13260, 15.69087, 23.60001], [-9.22888, 6.15954, 29.44886], [-10.91017, 11.62694, 32.42109], [-12.02470, 9.40116, 29.21355], [-9.69135, 9.89910, 29.76484], [-15.12727, 16.08170, 22.87863], [-13.45582, 12.45773, 36.13200], [-12.94863, 12.48941, 23.19390], [-13.44081, 11.17840, 28.22501], [-13.42361, 8.80196, 26.00504], [-15.30916, 11.19188, 34.62911], [-17.64368, 12.84951, 23.75621], [-10.33183, 5.64004, 30.10999], [-11.14554, 13.87482, 23.50105], [-7.79869, 19.22236, 24.67336], [-4.30206, 8.38285, 31.33849], [-14.34976, 11.30702, 34.14227], [-14.09347, 6.70972, 25.02536], [-10.28953, 10.66946, 29.28731], [-10.04713, 14.20154, 24.26737], [-11.60019, 10.35265, 28.92888], [-14.69306, 7.39313, 23.98293], [-4.07842, 13.95814, 27.03116], [-9.59302, 16.03748, 22.79876], [-9.26098, 7.17656, 29.08486], [-12.58159, 13.46937, 27.18784], [-12.96593, 6.73385, 27.22142]], "forces_ev_per_a": [[0.543, 0.215, -0.207], [-0.039, -0.195, 0.049], [0.116, -0.374, 0.026], [0.046, -0.233, 0.078], [0.005, -0.023, 0.048], [-0.118, -0.470, 0.021], [-0.178, 0.029, -0.001], [0.107, -0.106, -0.171], [-0.030, -0.091, -0.225], [-0.162, -0.118, 0.013], [0.040, 0.008, 0.019], [0.223, 0.176, 0.022], [0.129, -0.190, -0.618], [-0.349, -0.026, 0.072], [0.135, 0.168, 0.025], [-0.012, -0.525, -0.216], [-0.669, -0.130, 0.110], [-0.085, 0.164, -0.259], [-0.201, 0.084, -0.693], [-0.190, 0.328, -0.187], [-0.141, 0.074, -0.020], [-0.106, -0.096, 0.178], [-0.166, 0.536, 0.560], [-0.090, -0.006, -0.296], [-0.003, 0.055, 0.021], [0.885, 0.258, -0.323], [-0.236, -0.951, -0.357], [0.074, -0.045, 0.015], [0.058, 0.030, -0.048], [-0.355, -0.127, 0.017], [0.077, -0.036, 0.045], [-0.105, -0.108, -0.032], [-0.343, 0.496, 0.935], [0.346, -0.338, 0.529], [0.202, 0.079, -0.033], [0.346, -0.059, 0.546], [-0.493, 0.714, 0.448], [0.139, 0.143, 0.316], [-0.224, -0.043, 0.150], [-0.029, 0.035, -0.142], [0.327, 0.557, 0.058], [0.450, -0.228, 0.143], [0.630, -0.419, -0.262], [-0.049, -0.319, 0.008], [-0.038, 0.172, -0.094], [-0.463, -0.463, 0.742], [-0.069, 0.069, -0.340], [0.566, 0.285, 0.220], [0.196, 0.408, -0.493], [0.089, 0.269, -0.074], [-0.363, 0.642, -0.497], [-0.318, 0.349, -0.180], [0.110, -0.422, 0.210], [0.029, -0.338, 0.232], [-0.064, -0.168, 0.061], [0.040, 0.061, -0.206], [-0.073, 0.048, 0.047], [-0.493, -0.213, -0.206], [0.136, 0.388, -0.382], [0.112, 0.077, -0.129], [0.248, 0.252, -0.239], [0.088, -0.649, 0.012], [-0.256, 0.623, -0.207], [0.365, 0.127, -0.790], [0.050, 0.081, -0.005], [-0.435, -0.245, -0.227], [-0.820, -0.841, 0.212], [0.239, -0.170, -0.018], [-0.303, -0.181, -0.309], [-0.195, 0.025, -0.033], [-0.342, 0.239, 0.307], [-0.076, -0.191, 0.151], [0.214, -0.236, -0.226], [-0.142, 0.331, -0.010], [-0.044, 0.220, -0.189], [0.011, -0.180, -0.047], [0.024, 0.127, 0.003], [0.071, 0.049, 0.038], [0.084, 0.312, -0.189], [-0.106, 0.093, -0.305], [0.301, 0.161, 0.058], [0.105, 0.604, 0.401], [-0.078, 0.135, -0.500], [0.099, -0.175, 0.061], [0.356, -0.193, -0.015], [-0.055, 0.070, -0.126], [0.088, 0.049, 0.041], [0.025, -0.010, -0.050], [-0.542, 0.470, -0.203], [-0.001, -0.252, 0.584], [0.017, -0.053, 0.317], [-0.142, 0.264, -0.106], [-0.010, 0.032, 0.193], [0.072, -0.165, 0.447], [-0.008, 0.022, 0.101], [0.146, -0.153, -0.638], [0.060, 0.069, -0.118], [-0.012, -0.273, 0.112], [-0.108, -0.291, -0.163], [-0.095, -0.205, 0.074], [-0.234, -0.502, -0.296], [-0.115, -0.299, 0.228], [-0.102, 0.010, -0.070], [-0.021, 0.081, -0.521], [-0.119, 0.104, -0.010], [-0.023, -0.145, -0.079], [-0.372, -0.807, -0.717], [0.198, 0.416, 0.760], [0.061, 0.192, 0.272], [0.213, 0.532, 0.305], [-0.170, 0.323, 0.244], [0.052, 0.007, 0.013], [-0.258, -0.130, -0.043], [-0.230, 0.028, -0.086], [-0.428, -0.164, -0.475], [-0.019, -0.111, -0.137], [0.025, -0.082, -0.257], [0.073, 0.116, -0.016], [0.428, 0.029, -0.267], [-0.253, -0.131, 0.384], [0.460, -0.086, -0.229], [0.031, 0.125, -0.103], [0.749, 0.464, -0.140], [0.066, 0.245, 0.091], [-0.213, -0.354, 0.238], [0.318, -0.261, 0.784], [0.176, 0.158, -0.159], [-0.044, -0.039, -0.136], [0.138, -0.129, -0.002], [-0.757, -0.188, 0.122], [-0.414, -0.541, 0.351], [0.282, -0.773, 0.345], [0.571, 0.113, 0.444], [0.099, 1.055, 0.868], [0.336, 0.442, -0.097], [0.225, -0.081, -0.257], [0.191, 0.672, 0.549], [0.087, 0.015, 0.031], [0.161, 0.241, 0.420], [0.040, -0.499, -0.022]], "lowdin_charge": [-0.05, 0.10, 0.10, 0.12, 0.11, 0.01, 0.08, 0.11, 0.11, 0.08, 0.08, -0.05, -0.07, 0.11, 0.09, -0.05, 0.05, 0.09, -0.01, 0.09, 0.11, -0.06, -0.01, 0.11, 0.11, 0.00, -0.05, 0.11, 0.12, 0.12, 0.11, 0.11, -0.01, -0.15, 0.12, -0.06, -0.02, -0.09, 0.07, 0.08, -0.09, -0.16, -0.04, 0.01, -0.33, -0.05, 0.12, 0.05, -0.02, 0.01, -0.05, -0.03, -0.14, -0.36, -0.06, 0.10, 0.05, -0.06, -0.16, 0.11, -0.30, -0.16, 0.00, -0.15, 0.12, 0.00, -0.08, -0.35, -0.05, 0.12, 0.12, 0.11, -0.06, -0.36, -0.34, 0.06, 0.06, 0.08, 0.10, 0.07, -0.06, -0.07, 0.11, 0.08, 0.02, 0.08, 0.09, 0.06, -0.15, -0.07, -0.06, 0.13, 0.11, 0.12, 0.11, -0.06, 0.08, 0.09, 0.12, 0.08, -0.05, 0.06, 0.11, -0.33, 0.08, 0.11, -0.01, -0.15, 0.12, -0.07, 0.11, 0.07, 0.11, 0.07, -0.09, 0.10, 0.09, 0.09, 0.01, -0.36, 0.06, 0.12, 0.02, 0.12, -0.16, -0.06, -0.15, 0.11, 0.12, -0.01, 0.00, -0.05, 0.01, -0.07, -0.06, 0.00, -0.06, 0.10, -0.30, -0.34], "smiles": "O=[N+]([O-])c1ccccc1.O=[N+]([O-])c1ccccc1.O=[N+]([O-])c1ccccc1.O=[N+]([O-])c1ccccc1.O=[N+]([O-])c1ccccc1.O=[N+]([O-])c1ccccc1.O=[N+]([O-])c1ccccc1.O=[N+]([O-])c1ccccc1.O=[N+]([O-])c1ccccc1.O=[N+]([O-])c1ccccc1", "e_tot_ev": -118854.65530, "max_force_ev_per_a": 1.37, "e_lumo_ev": -1.27, "e_above_lowest_kcal_mol": 21.2, "charge": 0, "mol_weight_g_mol": 1231.11}